(one)
# C4H4O3

A 2-piece molecular cluster, C4H4O3 overall (the ωB97M-V functional and the def2-TZVPD basis, the Open Molecules 2025 dataset).

```
11
Properties=species:S:1:pos:R:3
C -1.22 0.33 -0.75
C -0.90 -0.95 -0.29
O -0.89 -2.10 -0.16
C 1.22 -0.64 1.02
O 1.38 -1.69 1.53
C 1.37 0.63 0.55
O 1.26 0.99 -0.69
H -1.76 0.88 0.03
H -1.71 0.33 -1.72
H -0.08 0.85 -0.88
H 1.33 1.38 1.36
```

Gap between HOMO and LUMO (spin up / spin down) ... 7.606 / 7.607 eV

=====

(two)
# C4H4O3

The molecule C4H4O3 (the ωB97M-V functional and the def2-TZVPD basis, the Open Molecules 2025 dataset).

```
11
Properties=species:S:1:pos:R:3
O 1.69 -1.36 0.04
C 0.56 -0.53 -0.23
C 0.97 0.97 -0.14
C -0.08 1.65 0.09
O -1.16 0.87 -0.02
C -0.81 -0.44 -0.23
O -1.79 -1.42 0.09
H 1.52 -2.46 0.50
H 2.01 1.17 -0.22
H -0.17 2.81 0.48
H -2.73 -1.25 -0.35
```

Gap between HOMO and LUMO ... 8.849 eV
Structure (SMILES) ... Oc1ccoc1O

=====

(three)
# C4H4O3

C4H4O3 as an isolated structure (the ωB97M-V functional and the def2-TZVPD basis, the Open Molecules 2025 dataset).

```
11
Properties=species:S:1:pos:R:3
C -1.85 0.04 0.19
C -0.50 -0.40 -0.27
O -0.28 -1.24 -1.11
C 0.71 0.28 0.38
O 0.61 1.13 1.24
C 2.05 -0.25 -0.04
O 2.79 0.44 -0.84
H -1.95 -0.08 1.27
H -2.63 -0.53 -0.33
H -1.98 1.11 -0.01
H 3.18 -0.59 -0.41
```

Gap between HOMO and LUMO ... 8.222 eV

=====

Most stable pick: (two). Distance to second place: 0.0031 hartree.

=====

(one)
# C4H4O3

The molecule C4H4O3 (the ωB97M-V functional and the def2-TZVPD basis, the Open Molecules 2025 dataset).

```
11
Properties=species:S:1:pos:R:3
O 2.72 0.60 -0.45
C 1.59 0.53 -0.06
O 0.70 1.71 0.22
C -0.46 1.02 0.67
C -0.04 -0.34 0.22
C -0.58 -1.32 -0.74
O -0.58 -1.51 0.69
H -1.38 1.24 0.12
H -0.65 1.09 1.75
H 0.17 -1.91 -1.26
H -1.57 -1.26 -1.20
```

Gap between HOMO and LUMO ... 10.893 eV
Structure (SMILES) ... O=C1OC[C@@]12CO2

=====

(two)
# C4H4O3

The molecule C4H4O3 (the ωB97M-V functional and the def2-TZVPD basis, the Open Molecules 2025 dataset).

```
11
Properties=species:S:1:pos:R:3
O -1.69 1.30 0.73
C -0.91 1.13 -0.14
C -0.08 -0.15 -0.19
C 1.27 0.33 -0.62
O 1.64 1.42 -0.26
C -0.32 -1.29 0.72
O -0.62 -1.37 -0.66
H -0.69 1.99 -0.81
H 1.82 -0.32 -1.31
H 0.53 -1.90 1.04
H -1.17 -1.27 1.40
```

Gap between HOMO and LUMO ... 10.107 eV
Structure (SMILES) ... O=CC1(C=O)CO1

=====

(three)
# C4H4O3

The molecule C4H4O3 (the ωB97M-V functional and the def2-TZVPD basis, the Open Molecules 2025 dataset).

```
11
Properties=species:S:1:pos:R:3
O -1.96 0.62 0.72
C -0.87 0.96 0.18
C 0.03 -0.05 -0.26
C -0.24 -1.25 0.74
O -0.49 -1.31 -0.65
C 1.36 0.30 -0.80
O 1.81 1.42 -0.79
H -0.58 2.01 0.17
H 0.75 -1.71 0.95
H -1.72 -0.42 0.97
H 1.91 -0.57 -1.23
```

Gap between HOMO and LUMO ... 8.124 eV

=====

Most stable pick: (two). Distance to second place: 0.0267 hartree.